Entry from the Open Molecules 2025 dataset: one molecule with the formula C18H34O3 (ωB97M-V/def2-TZVPD).

Computed properties:
SMILES string	CCCCCCCCCCCCC(=O)CCCCC(=O)O
DFT total energy	-932.0199	hartree
relative energy (zero: lowest compared OMol25 entry of this formula, charge and spin)	21.52	kJ/mol
max |F|	0.711	eV/A
2S+1	1
HOMO	-9.47	eV

Each atom is followed by the atoms it is bonded to, with distances in Å.
Geometry (Å):
1 C -8.4200 -2.9548 -1.2271  C2 1.524, H53 1.088, H54 1.088, H55 1.088
2 C -7.1820 -2.0942 -1.0052  C1 1.524, C3 1.527, H51 1.091, H52 1.093
3 C -6.9029 -1.8845 0.4816  C2 1.527, C4 1.529, H49 1.093, H50 1.093
4 C -5.6054 -1.1230 0.7543  C3 1.529, C5 1.528, H47 1.093, H48 1.091
5 C -5.6533 0.3314 0.2883  C4 1.528, C6 1.529, H45 1.093, H46 1.091
6 C -4.4591 1.1558 0.7705  C5 1.529, C7 1.527, H43 1.093, H44 1.093
7 C -3.1349 0.7233 0.1449  C6 1.527, C8 1.527, H41 1.091, H42 1.093
8 C -1.9826 1.6307 0.5692  C7 1.527, C9 1.527, H39 1.093, H40 1.093
9 C -0.6560 1.1971 -0.0496  C8 1.527, C10 1.527, H37 1.093, H38 1.092
10 C 0.5006 2.0935 0.3864  C9 1.527, C11 1.526, H35 1.093, H36 1.092
11 C 1.8223 1.6550 -0.2386  C10 1.526, C12 1.535, H33 1.093, H34 1.092
12 C 2.9868 2.5471 0.2122  C11 1.535, C13 1.514, H31 1.090, H32 1.091
13 C 4.2568 2.0893 -0.4728  C12 1.514, O14 1.205, C15 1.513
14 O 4.5888 2.4984 -1.5562  C13 1.205
15 C 5.0506 1.0581 0.2988  C13 1.513, C16 1.525, H29 1.092, H30 1.094
16 C 6.1627 0.4296 -0.5349  C15 1.525, H17 1.092, C18 1.525, H28 1.091
17 H 5.7193 -0.0614 -1.4035  C16 1.092
18 C 6.9737 -0.5779 0.2726  C16 1.525, C19 1.525, H26 1.092, H27 1.092
19 C 8.0842 -1.2048 -0.5636  C18 1.525, C20 1.506, H24 1.092, H25 1.092
20 C 8.8773 -2.2187 0.2182  C19 1.506, O21 1.201, O22 1.342
21 O 8.6772 -2.5514 1.3544  C20 1.201
22 O 9.8728 -2.7373 -0.5168  C20 1.342, H23 0.970
23 H 10.3713 -3.3889 0.0010  O22 0.970
24 H 7.6727 -1.7090 -1.4411  C19 1.092
25 H 8.7773 -0.4434 -0.9275  C19 1.092
26 H 7.4171 -0.0881 1.1416  C18 1.092
27 H 6.3206 -1.3697 0.6445  C18 1.092
28 H 6.8144 1.2220 -0.9070  C16 1.091
29 H 4.3666 0.2921 0.6704  C15 1.092
30 H 5.4760 1.5605 1.1724  C15 1.094
31 H 3.0935 2.4939 1.2961  C12 1.090
32 H 2.7765 3.5765 -0.0817  C12 1.091
33 H 2.0263 0.6185 0.0406  C11 1.093
34 H 1.7444 1.6981 -1.3267  C11 1.092
35 H 0.5877 2.0663 1.4753  C10 1.093
36 H 0.2874 3.1247 0.0971  C10 1.092
37 H -0.4429 0.1656 0.2414  C9 1.093
38 H -0.7404 1.2216 -1.1384  C9 1.092
39 H -1.8952 1.6164 1.6583  C8 1.093
40 H -2.2015 2.6585 0.2700  C8 1.093
41 H -2.9053 -0.3017 0.4407  C7 1.091
42 H -3.2275 0.7432 -0.9436  C7 1.093
43 H -4.6361 2.2056 0.5226  C6 1.093
44 H -4.3851 1.0834 1.8584  C6 1.093
45 H -6.5692 0.7900 0.6697  C5 1.093
46 H -5.6914 0.3692 -0.8017  C5 1.091
47 H -5.4126 -1.1383 1.8301  C4 1.093
48 H -4.7815 -1.6421 0.2614  C4 1.091
49 H -7.7402 -1.3466 0.9332  C3 1.093
50 H -6.8416 -2.8627 0.9658  C3 1.093
51 H -7.3271 -1.1289 -1.4926  C2 1.091
52 H -6.3178 -2.5760 -1.4686  C2 1.093
53 H -8.2910 -3.9352 -0.7730  C1 1.088
54 H -9.2948 -2.4855 -0.7820  C1 1.088
55 H -8.6073 -3.0910 -2.2897  C1 1.088